Entry a
Here is a cluster of 14 separate species, C14H56N28O14 in total from the Open Molecules 2025 dataset. Energies are from ωB97M-V with the def2-TZVPD basis set.

Frontier orbital gap   9.443 eV
HOMO   -9.507 eV

Structure (ORCA input):
```
! wB97M-V def2-TZVPD RIJCOSX def2/J DEFGRID3
* xyz 0 1
C -1.4590 8.0211 5.5144
O -0.3148 7.9636 6.0086
N -2.4866 8.8006 5.9913
N -1.8945 7.1033 4.6345
H -2.3225 9.4044 6.7841
H -3.4156 8.5012 5.7314
H -1.2878 6.2961 4.6111
H -2.5780 7.5146 4.0150
C 0.1644 3.8059 -4.0706
O 1.1558 3.2290 -4.4003
N -1.1252 3.3542 -4.2388
N 0.0765 4.9890 -3.4934
H -1.1339 2.3547 -4.3839
H -1.8944 3.8327 -3.7922
H -0.8359 5.4223 -3.4905
H 0.8474 5.6208 -3.3303
C -6.2572 1.0762 4.0062
O -6.1103 2.2278 3.7313
N -5.3558 0.2820 4.3568
N -7.4260 0.5143 3.9125
H -5.5771 -0.6376 4.7110
H -4.3906 0.5627 4.4553
H -8.1740 1.1094 3.5864
H -7.5309 -0.4790 4.0623
C -4.8105 5.7833 -0.5150
O -4.5601 6.3865 -1.5736
N -6.0136 5.6339 -0.0811
N -3.9541 5.3580 0.3663
H -6.8105 5.8537 -0.6613
H -6.1405 5.1600 0.8018
H -4.4257 4.8954 1.1303
H -2.9635 5.2300 0.2164
C -6.7344 -5.7621 1.1872
O -7.3382 -4.9708 1.9327
N -5.4439 -5.6433 0.9194
N -7.1103 -6.8291 0.6371
H -5.0838 -6.2102 0.1650
H -4.9670 -4.8098 1.2324
H -8.0284 -7.1435 0.9170
H -6.4543 -7.3896 0.1120
C 4.2534 5.5568 0.7105
O 3.1179 5.9248 0.4202
N 5.2886 6.0794 0.0933
N 4.6752 4.5871 1.5080
H 6.2377 5.7849 0.2738
H 4.9831 6.8222 -0.5190
H 5.6554 4.3439 1.5036
H 4.0333 4.0461 2.0696
C 0.0284 -5.1436 4.3159
O 0.3192 -6.1303 4.9599
N -0.7715 -4.2115 4.7426
N 0.3774 -5.0591 3.0639
H -1.0291 -3.4777 4.0981
H -1.0917 -4.3803 5.6855
H -0.1726 -4.5028 2.4250
H 0.9595 -5.8422 2.8031
C 9.2186 -4.0133 -0.8627
O 10.0877 -3.1502 -0.7240
N 7.9908 -3.8434 -0.7058
N 9.5164 -5.2473 -1.0566
H 7.5584 -4.5125 -0.0849
H 7.7972 -2.8524 -0.7282
H 10.4890 -5.5018 -0.9599
H 8.7875 -5.7640 -0.5856
C -5.9783 -1.7686 -3.2049
O -4.8638 -1.4823 -3.5746
N -6.3154 -1.6282 -1.9566
N -7.0412 -2.1835 -3.8012
H -5.5501 -1.3039 -1.3829
H -7.2536 -1.7269 -1.5957
H -7.8997 -2.4147 -3.3220
H -6.9255 -2.2441 -4.8027
C -0.8120 -2.4130 -7.1779
O -0.0127 -2.8860 -7.9443
N -2.0009 -1.8893 -7.5446
N -0.7043 -2.5925 -5.8664
H -2.6208 -1.8621 -6.7478
H -2.2788 -2.1082 -8.4906
H -1.5267 -2.3503 -5.3325
H -0.0530 -3.3455 -5.6966
C 3.0088 -6.8085 -3.2820
O 1.9886 -7.0007 -3.8080
N 3.6149 -5.6291 -3.3183
N 3.7953 -7.8337 -2.9647
H 3.1622 -4.8261 -3.7309
H 4.6235 -5.5830 -3.2913
H 3.4311 -8.7757 -2.9755
H 4.4778 -7.6004 -2.2577
C 1.2393 1.2739 5.8816
O 0.2230 1.3596 5.2260
N 1.7458 0.1455 6.1517
N 2.0132 2.2421 6.2762
H 1.2680 -0.6835 5.8282
H 2.5732 0.0081 6.7143
H 2.9216 2.0100 6.6516
H 2.0941 3.1380 5.8167
C 7.4375 1.4529 -3.1019
O 6.6883 0.9354 -2.2613
N 8.2104 0.7931 -3.9247
N 7.6372 2.6540 -3.3973
H 8.4225 1.2575 -4.7961
H 8.1973 -0.2123 -4.0208
H 8.0953 2.8233 -4.2814
H 7.0756 3.4279 -3.0720
C 0.8545 -0.2899 0.1964
O -0.0797 -0.9350 0.5336
N 1.7789 -0.8298 -0.5282
N 1.0496 1.0139 0.5270
H 1.5988 -1.8045 -0.7226
H 2.4084 -0.3058 -1.1191
H 1.7482 1.6022 0.0957
H 0.3884 1.2545 1.2516
*
```

Löwdin population analysis, charges in e, atoms 1 to 6: -0.680, -0.006, 0.133, 0.134, 0.105, 0.093



Entry b
Here is a cluster of 14 separate species, C14H56N28O14 in total from the Open Molecules 2025 dataset. Energies are from ωB97M-V with the def2-TZVPD basis set.

Frontier orbital gap   8.305 eV
HOMO   -8.742 eV

Structure (ORCA input):
```
! wB97M-V def2-TZVPD RIJCOSX def2/J DEFGRID3
* xyz 0 1
C 3.8805 -2.7119 0.9279
O 2.9919 -3.3564 0.4579
N 3.7636 -1.4730 1.2275
N 5.0658 -3.1947 1.2259
H 4.4595 -0.8397 1.5947
H 2.8581 -1.0715 1.0302
H 5.7742 -2.6054 1.6394
H 5.2052 -4.1863 1.3583
C 0.3511 4.0540 -3.8817
O 0.1618 3.3477 -2.9243
N 0.4187 5.3505 -3.8339
N 0.6354 3.6562 -5.1143
H 0.4539 6.0351 -4.5756
H 0.4377 5.6562 -2.8714
H 0.6509 2.6660 -5.3124
H 0.6760 4.2593 -5.9234
C 1.0012 2.1337 2.6781
O 1.4920 1.0334 2.7671
N -0.2632 2.4773 2.8744
N 1.7411 3.2088 2.8234
H -0.7528 1.8944 3.5382
H -0.5697 3.4281 2.7258
H 2.7263 3.1618 2.6059
H 1.3936 3.8258 3.5436
C -4.3167 0.5031 -1.2541
O -4.4669 0.5142 -0.0267
N -3.1754 0.7963 -1.9068
N -5.2254 0.3592 -2.1895
H -2.4291 1.2134 -1.3690
H -3.2038 0.8039 -2.9164
H -4.8453 0.4426 -3.1215
H -6.1368 -0.0565 -2.0604
C -2.3905 -4.9214 -0.4369
O -2.0381 -4.9912 -1.6232
N -2.2025 -3.9218 0.3814
N -2.6563 -5.9779 0.3109
H -1.8529 -3.0546 -0.0007
H -2.4504 -3.9889 1.3582
H -2.5424 -6.8885 -0.1110
H -3.2228 -5.7979 1.1275
C 0.0053 -3.8069 2.7996
O -1.1706 -3.7526 3.0662
N 0.4217 -3.8209 1.5987
N 0.9576 -4.0167 3.5849
H -0.2333 -3.9025 0.8343
H 1.4086 -3.9940 1.4710
H 0.6518 -3.6550 4.4770
H 1.8001 -3.6755 3.1444
C -2.7819 -0.4012 3.6125
O -2.1830 0.4843 4.1466
N -2.9291 -0.7038 2.3260
N -3.5773 -1.3310 4.2949
H -2.2497 -0.4941 1.6086
H -3.6437 -1.3967 2.1550
H -3.6732 -2.2637 3.9193
H -3.6543 -1.3195 5.3019
C 1.4998 5.2686 -0.4147
O 1.4995 6.0605 -1.3661
N 0.8374 4.1306 -0.2802
N 1.9178 5.7504 0.6233
H 0.7616 3.6732 0.6171
H 0.6467 3.4931 -1.0400
H 2.2153 6.6712 0.3340
H 2.1802 5.3108 1.4940
C 4.1526 1.9208 -0.3208
O 3.2145 1.6026 0.3573
N 4.4643 3.0994 -0.6635
N 5.0893 1.0225 -0.7819
H 4.0667 3.9344 -0.2576
H 5.3588 3.2793 -1.0966
H 5.6432 1.2107 -1.6052
H 4.6394 0.1192 -0.8238
C 1.3292 -4.4482 -2.8195
O 2.3222 -5.1532 -2.9866
N 0.2248 -4.5129 -3.5422
N 1.2238 -3.4288 -1.9170
H -0.0342 -5.1188 -4.3077
H -0.5578 -4.0082 -3.1511
H 0.4400 -2.7964 -1.8402
H 2.0078 -3.4593 -1.2810
C -2.9576 4.5132 -2.0182
O -3.8527 5.1467 -1.4394
N -2.8239 4.5344 -3.2753
N -2.0957 3.8187 -1.4077
H -2.2474 3.8321 -3.7164
H -3.5831 5.0592 -3.6856
H -2.0329 3.6485 -0.4141
H -1.3010 3.5088 -1.9486
C 0.0632 -0.3331 -0.3474
O -0.6934 -0.8944 -1.0705
N 0.4755 -0.6927 0.8204
N 0.5601 0.8031 -0.4835
H 0.3819 -1.6824 0.9987
H 0.7171 0.1173 1.3734
H 0.1725 1.3204 -1.2595
H 1.5115 0.9125 -0.1623
C 1.1673 -1.3744 5.8263
O 1.7282 -1.8353 6.8336
N -0.0653 -1.5891 5.3993
N 1.7934 -0.5650 5.0186
H -0.7948 -2.1775 5.7757
H -0.3121 -1.0198 4.6024
H 1.2854 -0.0684 4.3006
H 2.7687 -0.3194 5.1115
C -1.9798 -1.5157 -4.3608
O -2.1828 -1.6347 -5.5347
N -0.9725 -1.0028 -3.7693
N -2.8284 -2.0308 -3.5849
H -0.3010 -0.5134 -4.3436
H -0.8918 -0.9246 -2.7656
H -3.7186 -2.3879 -3.9014
H -2.6796 -2.0088 -2.5861
*
```

Löwdin population analysis, charges in e, atoms 1 to 6: -0.782, 0.034, 0.198, 0.180, 0.121, 0.086



Entry c
Here is a cluster of 14 separate species, C14H56N28O14 in total from the Open Molecules 2025 dataset. Energies are from ωB97M-V with the def2-TZVPD basis set.

Frontier orbital gap   7.205 eV
HOMO   -7.894 eV

Structure (ORCA input):
```
! wB97M-V def2-TZVPD RIJCOSX def2/J DEFGRID3
* xyz 0 1
C -5.9137 -18.0444 3.3408
O -5.5052 -18.2440 2.2150
N -5.2671 -17.3450 4.1595
N -6.9852 -18.4739 3.8652
H -5.6313 -17.1853 5.0879
H -4.3370 -17.1103 3.8434
H -7.4860 -19.1484 3.3045
H -7.2139 -18.3999 4.8462
C -2.3214 -21.5735 -0.3598
O -1.4614 -22.2674 0.1755
N -2.9369 -20.5514 0.1207
N -2.9505 -21.8216 -1.5072
H -2.6598 -20.4073 1.0812
H -3.2438 -19.7710 -0.4422
H -3.4667 -21.0558 -1.9161
H -2.3905 -22.5295 -1.9603
C -1.6690 -17.8422 -1.6631
O -1.1146 -17.6784 -0.6281
N -2.9500 -17.7315 -1.8884
N -1.0594 -18.2347 -2.7105
H -3.2265 -18.3626 -2.6269
H -3.6393 -17.4706 -1.1979
H -1.4822 -18.1864 -3.6264
H -0.0677 -18.2907 -2.5273
C -5.7111 -17.6546 -5.7874
O -4.8207 -17.2099 -5.0571
N -6.7118 -16.9309 -6.0725
N -5.8112 -18.8861 -6.1494
H -7.5372 -17.3275 -6.4986
H -6.7131 -15.9632 -5.7833
H -4.9903 -19.4395 -5.9495
H -6.5881 -19.2188 -6.7023
C -7.5339 -14.6428 -3.2120
O -8.2068 -14.1359 -4.0782
N -6.4749 -15.3801 -3.2251
N -7.8331 -14.4973 -1.9531
H -6.1720 -15.8299 -2.3731
H -5.9917 -15.5656 -4.0925
H -7.2048 -14.7467 -1.2028
H -8.6522 -14.0314 -1.5898
C -2.3865 -16.7642 2.5791
O -2.9683 -16.1326 3.5026
N -3.0137 -17.2886 1.5549
N -1.1024 -16.9388 2.5890
H -2.3849 -17.2788 0.7645
H -4.0078 -17.4088 1.4224
H -0.7457 -17.6225 1.9367
H -0.5429 -16.5350 3.3264
C -10.1655 -21.5702 -1.1827
O -10.6628 -22.2870 -2.0202
N -10.8148 -21.0624 -0.1442
N -9.0229 -20.9494 -1.1790
H -10.3054 -20.5222 0.5405
H -11.7513 -21.3360 0.1171
H -8.7737 -20.4969 -0.3111
H -8.3118 -21.2493 -1.8305
C -5.8397 -14.0775 1.2204
O -6.9867 -14.3385 1.0521
N -4.8209 -14.7640 0.8112
N -5.5472 -13.0322 1.9527
H -3.9284 -14.4931 1.1986
H -4.9340 -15.6703 0.3799
H -4.5674 -12.8628 2.1299
H -6.2887 -12.6114 2.4943
C -2.9822 -20.9878 3.8281
O -2.3808 -19.9755 3.7509
N -2.6665 -22.0535 4.5405
N -4.1498 -21.1570 3.2607
H -1.8169 -21.9817 5.0820
H -3.3341 -22.8054 4.6352
H -4.8067 -21.9094 3.4109
H -4.4429 -20.4214 2.6338
C -5.9585 -18.1080 -1.0719
O -5.6382 -17.0260 -0.6334
N -6.0845 -18.4121 -2.3449
N -6.1203 -19.1753 -0.3021
H -6.2942 -19.3841 -2.5217
H -5.9066 -17.8139 -3.1391
H -6.2121 -20.0855 -0.7302
H -5.8184 -19.0470 0.6532
C -3.9484 -20.6659 -4.3242
O -4.0283 -19.8357 -3.3915
N -3.1762 -20.6791 -5.3381
N -4.8477 -21.5580 -4.5384
H -2.6466 -19.8590 -5.5970
H -3.3174 -21.3640 -6.0668
H -5.6331 -21.7265 -3.9262
H -4.5950 -22.2610 -5.2181
C -9.3819 -16.7568 1.1923
O -10.1485 -15.8244 1.3304
N -9.7008 -18.0000 1.1457
N -8.1141 -16.6592 1.0990
H -8.9225 -18.5507 1.4791
H -10.6911 -18.1965 1.1715
H -7.8768 -15.7225 0.8051
H -7.4081 -17.3805 1.1360
C -6.3801 -22.6496 -1.6692
O -6.2606 -21.4791 -2.0567
N -5.5244 -23.1121 -0.7925
N -7.2813 -23.4578 -2.0602
H -4.6894 -22.5729 -0.6133
H -5.5785 -24.0466 -0.4131
H -7.9534 -23.1082 -2.7282
H -7.3609 -24.4585 -1.9494
C -8.1912 -21.2962 2.0275
O -8.0559 -20.0943 1.9448
N -7.2937 -22.1018 1.4660
N -9.1872 -21.9238 2.5130
H -6.4670 -21.6532 1.0980
H -7.3652 -23.1024 1.3484
H -9.8399 -21.3252 2.9986
H -9.1025 -22.9280 2.5803
*
```

Löwdin population analysis, charges in e, atoms 1 to 6: -0.799, -0.017, 0.222, 0.199, 0.131, 0.060



Entry d
Here is a cluster of 14 separate species, C14H56N28O14 in total from the Open Molecules 2025 dataset. Energies are from ωB97M-V with the def2-TZVPD basis set.

Frontier orbital gap   7.489 eV
HOMO   -8.521 eV

Structure (ORCA input):
```
! wB97M-V def2-TZVPD RIJCOSX def2/J DEFGRID3
* xyz 0 1
C -17.3263 -25.2912 -3.6325
O -16.4220 -24.5855 -3.1731
N -17.7064 -25.1745 -4.9335
N -17.6952 -26.5012 -3.1187
H -17.1365 -24.4482 -5.3785
H -17.9294 -25.9737 -5.4966
H -18.4537 -26.9704 -3.5763
H -17.3160 -26.7794 -2.2289
C -11.0433 -19.5661 -1.7702
O -11.2015 -20.1875 -2.8148
N -11.8967 -18.6300 -1.2909
N -9.9436 -19.6406 -0.9724
H -12.7664 -18.5014 -1.7850
H -11.6660 -18.1339 -0.4545
H -9.2181 -20.3158 -1.1495
H -9.7253 -19.0392 -0.2021
C -13.0741 -19.1506 -5.7901
O -12.1279 -19.6762 -6.3837
N -13.3515 -19.5030 -4.5174
N -13.7792 -18.0625 -6.2111
H -12.6392 -20.0397 -4.0153
H -14.0078 -18.9247 -4.0043
H -13.3766 -17.5956 -7.0088
H -14.3493 -17.4599 -5.6471
C -17.0242 -26.5009 1.0874
O -16.0023 -27.1618 1.0614
N -18.2525 -27.0568 0.8556
N -17.1514 -25.1431 1.1594
H -19.0942 -26.5154 0.9329
H -18.2635 -28.0504 0.7005
H -16.2997 -24.6040 1.0936
H -17.9706 -24.6695 1.5108
C -13.1968 -23.9633 3.0393
O -12.9540 -23.2846 4.0330
N -13.4620 -25.2932 2.9374
N -12.9589 -23.4351 1.7893
H -13.2106 -25.5739 2.0028
H -13.3986 -25.9131 3.7240
H -13.0514 -22.4407 1.6843
H -12.8774 -23.9789 0.9432
C -14.5369 -17.4739 1.9090
O -14.6443 -18.6897 2.1408
N -13.3303 -16.8459 1.9481
N -15.5372 -16.5915 1.7266
H -13.3721 -15.8597 1.7985
H -12.4677 -17.3401 2.0864
H -15.1651 -15.7643 1.3079
H -16.5185 -16.8050 1.7637
C -17.5285 -18.6163 -5.1758
O -17.8159 -18.9917 -6.3093
N -17.1288 -17.3541 -4.9372
N -17.6321 -19.3954 -4.0695
H -17.2582 -16.7170 -5.7048
H -16.7014 -17.0408 -4.0836
H -17.5954 -18.9578 -3.1700
H -17.9150 -20.3502 -4.2191
C -20.1496 -23.5590 -1.9432
O -20.2014 -22.7709 -2.8761
N -19.3781 -23.4294 -0.8001
N -20.6881 -24.7963 -2.0107
H -19.1087 -24.3384 -0.4687
H -18.6872 -22.6961 -0.8091
H -20.6626 -25.1134 -2.9687
H -21.0223 -25.4359 -1.3167
C -18.2315 -18.7301 2.2354
O -19.4146 -18.4300 2.2766
N -17.4932 -19.0252 1.1485
N -17.4390 -19.0487 3.2905
H -17.7765 -18.7878 0.2133
H -16.5077 -19.2189 1.2784
H -17.9653 -19.0846 4.1500
H -16.5184 -19.4486 3.2214
C -14.8668 -16.8147 -2.2287
O -14.7483 -18.0038 -2.5500
N -13.8832 -15.9403 -2.4491
N -16.0164 -16.2188 -1.8035
H -12.9882 -16.1612 -2.8571
H -13.9402 -14.9509 -2.2718
H -16.0695 -15.2168 -1.8148
H -16.8158 -16.7726 -1.5521
C -13.4473 -25.7224 -0.9593
O -12.4158 -25.4402 -0.3480
N -13.8372 -26.9967 -1.3375
N -14.3634 -24.8501 -1.3809
H -13.3760 -27.8547 -1.0958
H -14.7452 -27.1135 -1.7380
H -15.1429 -25.0438 -2.0071
H -14.4299 -23.9474 -0.9412
C -15.7784 -21.8499 -0.8388
O -15.7973 -22.6263 0.1126
N -15.2357 -20.6010 -0.8128
N -16.3428 -22.1425 -2.0266
H -15.2392 -19.9047 -1.5352
H -14.8436 -20.4240 0.1014
H -16.1976 -21.4070 -2.6982
H -16.7839 -23.0309 -2.2471
C -15.1733 -22.9176 -6.3556
O -16.2182 -23.4545 -6.7417
N -14.7329 -22.8000 -5.0793
N -14.3245 -22.3599 -7.2535
H -13.8838 -22.2847 -4.9266
H -15.3971 -22.8965 -4.3304
H -13.6213 -21.6832 -7.0082
H -14.6730 -22.4629 -8.1919
C -19.2672 -23.1876 3.0288
O -19.6063 -24.1804 2.3799
N -20.0482 -22.7525 4.0538
N -18.2537 -22.3698 2.7051
H -19.7953 -22.1757 4.8377
H -20.8377 -23.3327 4.2841
H -18.1350 -21.5775 3.3105
H -17.6940 -22.5170 1.8817
*
```

Löwdin population analysis, charges in e, atoms 1 to 6: -0.603, -0.042, 0.174, 0.174, 0.063, 0.106



Verdict on stability: entry a comes out at the bottom.



Entry a
Here is a cluster of 2 separate species, C4H9NOS in total from the Open Molecules 2025 dataset. Energies are from ωB97M-V with the def2-TZVPD basis set.

SMILES   C=C(C)C(N)=O.S
Frontier orbital gap   10.310 eV
HOMO   -9.471 eV

Structure (ORCA input):
```
! wB97M-V def2-TZVPD RIJCOSX def2/J DEFGRID3
* xyz 0 1
C -0.4706 0.3188 -0.2362
C 0.0881 -1.5731 -1.8323
C 1.7569 -1.0236 -0.0650
C 0.3890 -0.8515 -0.7031
N -1.3838 -0.0622 0.8048
O -0.5027 1.4136 -0.6938
S -0.9177 2.7917 2.0934
H -1.2064 2.4490 0.7968
H -0.9379 -1.6115 -2.2648
H 0.7696 -2.3558 -2.2173
H 1.5959 -0.3713 0.8180
H 2.6820 -0.6241 -0.7170
H 2.1141 -2.0782 0.0113
H -1.2913 -0.9938 1.1097
H -1.9569 0.6061 1.3088
H -0.7283 3.9659 1.7866
*
```

natural (NBO) population analysis, charges in e, atoms 1 to 6: 0.673, -0.348, -0.663, -0.114, -0.853, -0.573



Entry b
Here is a cluster of 2 separate species, C4H9NOS in total from the Open Molecules 2025 dataset. Energies are from ωB97M-V with the def2-TZVPD basis set.

Frontier orbital gap (spin up / spin down)   8.297 / 8.589 eV
HOMO (spin up / spin down)   -8.695 / -8.424 eV

Structure (ORCA input):
```
! wB97M-V def2-TZVPD RIJCOSX def2/J DEFGRID3
* xyz 0 1
C 2.6625 1.3827 -0.1144
C 0.0843 0.7342 0.0668
C -0.6971 -0.2612 0.3898
C -0.6200 -1.7356 0.6511
N -2.7577 -0.0336 -1.0892
O -2.5311 1.7289 0.6857
S -2.4704 0.2786 0.5473
H 2.8279 0.8214 -1.0738
H 2.7815 0.8677 0.7571
H 2.5249 2.3953 -0.1118
H -0.1626 1.7249 -0.1837
H -1.5182 -2.2228 0.5559
H -0.0888 -2.0484 1.5201
H -0.0901 -2.0504 -0.2168
H -2.1130 0.4955 -1.7333
H -3.7515 -0.1416 -1.5453
*
```

natural (NBO) population analysis, charges in e, atoms 1 to 6: -0.470, -0.097, -0.337, -0.653, -1.108, -0.970



Verdict on stability: entry b comes out at the bottom.